Formula: C35H25ClFN6OSTi
Source: the Open Molecules 2025 dataset
Level of theory: ωB97M-V/def2-TZVPD

Values from the calculation:
- HOMO-LUMO gap (alpha / beta) (eV) = 4.74 / 6.11
- energy above the lowest of the compared OMol25 structures with the same formula, charge and spin (kcal/mol) = 31.6
- calculated total energy (Eh) = -3560.3047
- LUMO level (alpha / beta) (eV) = -1.3 / -1.1

Structure (ORCA input):
```
! wB97M-V def2-TZVPD RIJCOSX def2/J DEFGRID3
* xyz 0 2
Ti -0.8589 -0.0161 0.1972
Cl -7.7639 1.5408 -1.1945
S -1.6996 -3.7725 0.5043
F -1.6908 0.2786 6.3470
O -2.4246 -0.5909 -0.1723
N -0.4856 -3.6840 2.8427
N 0.4997 -2.4108 1.2473
N -1.4082 1.7833 -0.5405
N 0.4285 -1.5958 0.1991
N -0.0661 -0.2374 -1.9441
N 0.9010 1.1602 0.5034
C 4.3967 -3.3205 0.8698
C 2.6779 -2.3135 -0.5022
C 2.1013 2.8929 -0.7062
C -2.6804 2.1460 -0.7820
C 1.8666 0.5038 -3.7756
C -0.3931 0.4310 -3.0463
C 0.9191 2.1918 -0.3708
C 1.4413 -1.5124 -0.6317
C -5.1000 1.7631 -0.8953
C 0.8262 4.2479 -2.2277
C -1.5862 0.3048 5.0004
C 0.5273 0.7951 -4.0091
C -3.6398 -0.1141 -0.3901
C -3.7977 1.2764 -0.6642
C -4.7562 -0.9486 -0.3825
C -1.2685 0.3280 2.2130
C -6.0207 -0.4495 -0.6221
C -2.1725 -0.6937 4.2529
C -0.3400 2.5588 -0.9391
C -0.5196 -3.2095 1.5674
C -0.8924 1.3406 4.4083
C 2.2181 -0.2108 -2.6482
C -2.0227 -0.6548 2.8726
C 3.2232 1.4965 0.8985
C 3.2787 2.4988 -0.0388
C -0.7352 1.3362 3.0295
C -6.1778 0.9138 -0.8747
C -0.3560 3.5881 -1.8695
C 1.2154 -0.6246 -1.7670
C 3.2774 -2.8910 -1.6249
C 4.4243 -3.6567 -1.5011
C 4.9961 -3.8660 -0.2556
C 3.2497 -2.5539 0.7512
C 2.0126 0.8451 1.1402
C 2.0344 3.9250 -1.6651
H -0.4678 2.1209 5.0269
H 0.3667 -3.5743 3.3680
H -1.0410 -4.5010 3.0203
H 0.7771 5.0351 -2.9691
H 4.8215 -3.4992 1.8492
H -6.8833 -1.1001 -0.6193
H 4.2096 3.0101 -0.2502
H 4.8681 -4.1006 -2.3828
H -2.8838 3.1613 -1.1114
H 2.6258 0.8269 -4.4756
H -5.2466 2.8168 -1.0946
H 2.9332 4.4576 -1.9473
H -1.4459 0.6650 -3.1625
H -0.1854 2.1625 2.5895
H 5.9005 -4.4525 -0.1613
H -4.5957 -2.0016 -0.1878
H 2.8229 -2.7675 -2.5990
H 1.9313 0.0633 1.8870
H 3.2499 -0.4490 -2.4360
H -2.5170 -1.4278 2.2962
H 4.1030 1.1962 1.4499
H 2.7855 -2.1453 1.6332
H -1.2807 3.8619 -2.3585
H -2.7219 -1.4909 4.7356
H 0.2146 1.3129 -4.9039
*
```

=====

Formula: C35H26F5NO6P2TcTe
Source: the Open Molecules 2025 dataset
Level of theory: ωB97M-V/def2-TZVPD

Values from the calculation:
- HOMO-LUMO gap (alpha / beta) (eV) = 7.17 / 4.90
- energy above the lowest of the compared OMol25 structures with the same formula, charge and spin (kcal/mol) = 108.2
- calculated total energy (Eh) = -3386.3671
- LUMO level (alpha / beta) (eV) = -1.2 / -3.5

Structure (ORCA input):
```
! wB97M-V def2-TZVPD RIJCOSX def2/J DEFGRID3
* xyz 0 4
Te -2.5070 1.7591 -2.5282
Tc -0.8642 -0.0060 -0.4126
P -1.4842 1.5328 1.4053
P 0.7961 0.0313 -2.3131
F -4.2134 1.5265 -1.6298
F -3.5428 0.4705 -3.7995
F -0.6907 0.4757 -3.4151
F -2.5127 -0.1951 -1.6477
F -2.8610 3.5353 -1.4518
O -0.7183 -5.0918 -1.0509
O -3.2068 -5.5522 0.5281
O -3.2354 -3.3690 2.5695
O -1.8087 -1.0916 1.0676
O -0.4746 -1.9945 -0.9246
O -1.0695 1.7060 -1.1918
N 0.8553 0.1731 0.6714
C 1.4141 3.9153 -3.4704
C -2.6320 -3.3955 1.5222
C -0.2132 1.0496 2.6743
C -4.7839 -0.2079 2.9921
C 1.5739 1.6288 -2.7206
C -1.3261 -4.2869 -0.3883
C 3.5655 2.9465 -3.0840
C 1.6566 -2.9856 -5.6599
C 1.1460 -1.1748 -3.6336
C -3.1594 1.2156 1.9525
C -1.9643 4.1596 2.1484
C -5.4815 1.4676 1.4122
C -1.1453 -2.8444 -0.2457
C -3.4700 0.1906 2.8465
C -0.2640 3.8537 0.4656
C 2.0941 -0.0742 0.1575
C 2.7937 4.0265 -3.4781
C 1.0057 0.7454 1.8905
C 0.8096 2.7224 -3.1197
C -4.1708 1.8703 1.2453
C -0.8169 6.0591 1.2310
C 2.6100 -2.0413 -5.3206
C 0.1818 -2.1082 -3.9878
C 2.3593 -1.1367 -4.3056
C -5.7843 0.4127 2.2584
C 3.0573 0.4231 1.0469
C -1.8811 -2.3488 0.8479
C 2.9607 1.7689 -2.6811
C -0.0721 5.2221 0.4171
C -1.2306 3.3220 1.3112
C 2.1730 -0.7743 -1.1036
C 2.3700 0.9214 2.1485
C -2.4879 -4.5950 0.5719
C 0.4413 -3.0145 -4.9985
C -1.7473 5.5255 2.1078
H -0.7709 -2.1009 -3.4839
H 3.2627 4.9494 -3.7840
H -5.0187 -1.0323 3.6455
H -0.6691 7.1279 1.1867
H -2.7052 3.7448 2.8193
H -0.2720 2.6689 -3.1573
H 4.6436 3.0229 -3.0829
H -3.9220 2.6605 0.5497
H 2.7991 1.3648 3.0247
H 3.5500 -2.0027 -5.8491
H 0.6576 5.6372 -0.2604
H 1.8629 -3.7000 -6.4406
H -2.6967 -0.3178 3.4023
H 3.1774 -0.8329 -1.5122
H 4.1185 0.3753 0.9102
H -6.8018 0.0630 2.3410
H 0.7900 4.7538 -3.7391
H 3.5869 0.9622 -2.3394
H 1.7652 -1.7847 -1.0326
H -0.0382 1.8402 3.4063
H -6.2571 1.9549 0.8443
H -2.3088 6.1784 2.7587
H 3.0938 -0.3834 -4.0668
H -0.3063 -3.7408 -5.2747
H -0.5770 0.1533 3.1840
H 0.3035 3.1950 -0.1752
*
```

=====

Formula: C35H27Br2F3InN8O6S
Source: the Open Molecules 2025 dataset
Level of theory: ωB97M-V/def2-TZVPD

Values from the calculation:
- HOMO-LUMO gap (eV) = 6.98
- energy above the lowest of the compared OMol25 structures with the same formula, charge and spin (kcal/mol) = 0.0
- calculated total energy (Eh) = -8275.4031
- LUMO level (eV) = -2.9

Structure (ORCA input):
```
! wB97M-V def2-TZVPD RIJCOSX def2/J DEFGRID3
* xyz 1 1
In -0.0246 -0.5364 0.2668
Br 5.4215 -3.0248 -3.7955
Br 3.4280 -4.1876 1.3517
S -2.5519 0.8749 -0.4829
F -3.7037 2.6847 1.0178
F -3.5066 3.2311 -1.0700
F -1.7748 3.2734 0.2296
O 0.0975 -0.9694 4.7174
O -1.4610 0.9315 -1.4399
O 1.4950 -1.9280 0.6581
O -2.0067 0.3310 0.7915
O -2.2633 -4.2328 -1.0021
O -3.8031 0.3245 -0.8909
N 2.6851 5.7327 0.3742
N 1.0087 1.4654 0.3734
N -1.1981 -2.2558 -1.0555
N 2.3496 3.5034 0.1148
N 1.2508 -0.5569 -1.6501
N 0.6721 4.8529 1.0719
N -1.1877 -2.1697 1.6442
N 0.2719 -0.1647 2.6350
C 1.1597 0.2039 -2.7165
C -2.5843 -3.9470 3.2113
C -1.7989 -3.1553 -0.3828
C -0.3899 -1.9284 -4.6634
C -1.2617 -1.8763 -3.5831
C 2.0733 0.1061 -3.7773
C 3.3006 -3.1726 -0.2321
C 1.1753 0.0059 4.7930
C 2.3217 -2.2033 -0.3145
C 1.8819 4.6726 0.5285
C 4.1607 -2.6816 -2.4278
C -0.2251 -1.0211 3.4300
C 0.4764 2.1268 3.5896
C -2.5600 -0.2076 -4.7264
C -2.6413 -4.0406 1.8299
C -2.0674 -3.9597 -2.4172
C 1.6130 2.4453 0.2422
C -1.0456 -2.8138 -2.4282
C -2.3586 -1.0238 -3.6250
C 1.2561 3.1408 4.1426
C -1.7993 -2.9662 3.7993
C 3.1794 -1.6742 -2.5964
C -1.6832 -0.2569 -5.8032
C 0.7077 4.3852 4.4110
C -0.8525 2.3847 3.2763
C -1.9139 -3.1227 1.0872
C -0.6269 4.6351 4.1123
C -1.1208 -2.0945 2.9644
C 1.0929 0.7503 3.4391
C 2.2532 -1.4731 -1.5514
C 3.0632 -0.8316 -3.7247
C -2.9139 2.6248 -0.0533
C 4.2086 -3.4133 -1.2777
C -0.6021 -1.1253 -5.7749
C -1.3998 3.6378 3.5348
H 2.0807 0.8376 2.9859
H 0.4424 5.7208 1.5245
H 0.3364 0.9048 -2.7465
H 0.1246 4.0518 1.3541
H -3.0260 -3.6421 -2.8285
H 0.0789 -1.1754 -6.6147
H 2.2974 2.9495 4.3797
H 0.4649 -2.5956 -4.6326
H -2.4382 3.8249 3.2938
H -0.0263 -3.2103 -2.4819
H -1.8485 0.3747 -6.6661
H -1.0640 5.5992 4.3386
H 2.3614 6.6695 0.5328
H 3.5410 5.5964 -0.1353
H 4.9579 -4.1827 -1.1533
H -1.4636 1.6125 2.8265
H -1.7297 -4.8706 -2.9013
H 1.9608 0.7585 -4.6313
H -3.2189 -4.8055 1.3316
H -3.4070 0.4655 -4.7450
H 2.1051 -0.5489 4.9096
H -1.7056 -2.8763 4.8719
H 0.9980 0.6412 5.6555
H -3.1359 -4.6437 3.8272
H -3.0503 -0.9814 -2.7934
H 1.3189 5.1572 4.8609
H 3.7681 -0.9410 -4.5380
*
```

=====

Formula: C35H27F9O4
Source: the Open Molecules 2025 dataset
Level of theory: ωB97M-V/def2-TZVPD

Values from the calculation:
- HOMO-LUMO gap (eV) = 8.48
- calculated total energy (Eh) = -2549.4654
- SMILES = O=C1OC[C@@](O)(C(F)(F)c2cccc(C(F)(F)F)c2)O1.Fc1ccccc1.Fc1ccccc1.Fc1ccccc1.Fc1ccccc1
- LUMO level (eV) = -0.4

Structure (ORCA input):
```
! wB97M-V def2-TZVPD RIJCOSX def2/J DEFGRID3
* xyz 0 1
F 1.6457 1.9035 1.0762
F 1.4763 -1.1804 -5.6200
F -0.4169 -1.8089 -4.3362
F 6.4742 -2.3358 -0.5584
F -2.5028 -0.1047 -1.9400
F -1.7178 3.6570 -2.4145
F 1.4015 -3.1855 -4.4720
F 0.4635 2.5990 -0.7881
F -1.9609 0.7594 8.6380
O -0.9401 -0.4418 0.7323
O -1.8137 1.7208 0.4418
O -1.7536 0.6920 2.6810
O -2.8014 -1.2973 2.0656
C 7.2659 -4.4456 0.1380
C 7.5785 -4.8640 2.4902
C -4.2984 -1.3178 6.8096
C -1.9101 -0.4695 1.8242
C -5.7746 -2.0590 -3.4857
C -2.0497 5.5554 -3.7712
C -3.1732 0.1685 5.2751
C -1.2379 4.7945 -2.9448
C -4.8214 -0.5363 -1.8795
C -2.4539 0.7155 6.3333
C 0.7711 1.4547 0.0292
C -4.0972 -0.8461 5.5154
C -0.6143 0.9663 0.6779
C 2.9855 -1.7230 -2.5568
C -0.2511 7.1369 -4.0368
C 7.1385 -3.5751 2.7822
C 3.6352 -1.2418 -1.2296
C -0.4164 1.1773 2.2845
C 6.7700 -2.7180 1.7503
C 6.8355 -3.1635 0.4396
C -2.6590 0.2345 7.6173
C -1.5547 6.7361 -4.3155
C 0.0605 5.1863 -2.6562
C -5.9286 -1.1933 -2.4065
C -3.5713 -0.7786 7.8665
C 1.6108 -1.2005 -3.0904
C 0.8782 -0.1214 -2.2300
C 2.8723 -0.1812 -0.3831
C -3.5741 -0.7448 -2.4460
C 1.0181 -1.7958 -4.4362
C 1.5065 0.3839 -0.8872
C -4.5149 -2.2659 -4.0435
C 0.5584 6.3614 -3.2097
C 7.6448 -5.2985 1.1694
C -3.4092 -1.6008 -3.5241
H 4.6352 -1.6824 -0.8636
H 3.3419 0.1447 0.6073
H -6.6377 -2.5750 -3.8944
H -3.7086 -1.1397 8.8791
H -3.0592 5.2236 -3.9846
H -5.0213 -2.1052 6.9955
H -6.9109 -1.0302 -1.9758
H 7.9915 -6.3012 0.9434
H 7.0838 -3.2394 3.8122
H -2.0266 1.6182 -0.5210
H 7.3027 -4.7700 -0.8954
H 6.4329 -1.7088 1.9575
H -0.3504 2.2536 2.6481
H -3.0151 0.5320 4.2658
H -4.6609 -1.2693 4.6900
H -4.3960 -2.9439 -4.8819
H 1.5753 6.6732 -2.9967
H -4.9214 0.1343 -1.0339
H 0.6724 4.5747 -2.0043
H 0.1368 8.0559 -4.4647
H -1.7366 1.5112 6.1673
H -2.1852 7.3432 -4.9565
H 3.5273 -2.5219 -3.1638
H -0.1262 0.3184 -2.5620
H 7.8700 -5.5306 3.2955
H 0.2491 0.3781 2.7681
H -2.4232 -1.7431 -3.9507
*
```

=====

Formula: C35H28Br2O2OsS2
Source: the Open Molecules 2025 dataset
Level of theory: ωB97M-V/def2-TZVPD

Values from the calculation:
- HOMO-LUMO gap (alpha / beta) (eV) = 6.93 / 4.39
- calculated total energy (Eh) = -7534.4330
- LUMO level (alpha / beta) (eV) = -11.8 / -14.4

Structure (ORCA input):
```
! wB97M-V def2-TZVPD RIJCOSX def2/J DEFGRID3
* xyz 4 5
Os 2.2234 1.8529 -0.8884
Br 4.6591 2.2665 -0.7216
Br 2.5316 4.3708 -1.4378
S 2.2415 -0.3251 -0.4058
S -0.5709 2.4933 0.3944
O 0.1713 1.6866 -0.7548
O 2.9185 -0.7455 0.7841
C -1.7128 -2.6863 -0.3300
C 0.6329 -1.1606 -0.3687
C 0.4035 -2.1537 -1.3077
C -0.0445 0.0428 1.7808
C -2.2410 2.4905 0.0048
C -4.3356 3.6825 0.1496
C -0.2665 1.4392 1.7810
C 0.9567 -1.7957 5.5101
C 0.3141 -0.5867 3.0076
C 0.1632 1.5583 4.1567
C -3.8080 -3.3462 0.7506
C 4.7231 -1.9256 -3.1387
C 0.6215 -1.9375 3.1260
C -2.8580 -3.5110 -0.2654
C 4.3055 -1.3019 -4.3496
C -2.9584 3.6471 0.3571
C 0.3710 0.1988 4.1985
C 4.4452 4.1923 -1.0417
C -3.6299 -2.3278 1.6712
C -2.5252 -1.4848 1.6352
C 4.0620 -1.7173 -1.9274
C -0.7361 -2.9445 -1.2933
C -2.8404 1.4281 -0.6442
C -4.9975 2.5986 -0.4448
C 2.9505 -0.8748 -1.9458
C 0.7091 -0.4327 5.4472
C -0.3143 -0.8995 0.6359
C -1.5109 -1.6505 0.6375
C 5.1336 -1.4265 -5.5812
C -0.1211 2.1815 2.9249
C 0.8781 -2.5465 4.3419
C 2.4653 -0.2951 -3.1190
C 3.1738 -0.4895 -4.3030
C -6.4828 2.5154 -0.6632
C -4.2029 1.5067 -0.8745
H -4.3474 -2.2096 2.4787
H -6.7092 1.6297 -1.2483
H -4.6759 0.6878 -1.4190
H -4.6579 -4.0071 0.8053
H 5.4074 -2.4557 -5.7673
H 0.2951 2.2195 5.0027
H 1.1889 -2.2788 6.4659
H -2.3379 -0.6979 2.3523
H 5.0533 4.5271 -1.8974
H 2.7974 -0.0387 -5.1956
H 0.6864 -2.5271 2.2247
H 4.4512 -2.1155 -1.0032
H -6.8437 3.4577 -1.0669
H -2.2980 0.5778 -0.9963
H -0.1720 3.2535 2.8749
H 1.1502 -2.3246 -2.0811
H -2.4425 4.5180 0.7874
H 1.5759 0.3387 -3.1129
H 0.6837 0.1694 6.3497
H -6.9548 2.4777 0.3351
H 4.6504 4.7603 -0.1274
H 6.0428 -0.8501 -5.4425
H -2.9150 -4.3001 -1.0100
H -4.8940 4.5607 0.4698
H -0.8690 -3.7214 -2.0358
H 5.5806 -2.5834 -3.1321
H 4.6055 -1.0436 -6.4537
H 1.0510 -3.6109 4.3545
*
```

=====

Formula: C35H28CaN3O2S5
Source: the Open Molecules 2025 dataset
Level of theory: ωB97M-V/def2-TZVPD

Values from the calculation:
- HOMO-LUMO gap (eV) = 6.58
- calculated total energy (Eh) = -4334.1081
- LUMO level (eV) = 2.3

Structure (ORCA input):
```
! wB97M-V def2-TZVPD RIJCOSX def2/J DEFGRID3
* xyz -1 1
Ca 0.8546 0.4878 -0.2390
S -0.5792 -0.4420 -3.0284
S 1.6911 -1.9839 -1.3143
S 2.7381 2.3975 -1.0896
S 0.8941 -0.5388 2.5748
S 0.1143 3.1623 0.8123
O 1.9735 -0.1148 1.6660
O 0.9478 -0.0382 3.9270
N -2.3120 0.3881 -0.0052
N -0.3551 -0.2007 1.7164
N -0.5549 2.5899 -2.2744
C -2.1033 4.3965 -2.0974
C 1.6514 -2.0354 -3.0634
C 1.5474 -6.5471 3.0644
C 1.7871 3.5235 1.2952
C -5.0227 0.0473 0.6140
C -3.2594 0.6829 -0.8545
C -4.6394 0.5323 -0.5974
C -4.3686 -0.8030 2.8498
C 0.6351 -1.5649 -5.2283
C 4.3190 4.0640 2.2417
C 1.9570 4.1104 2.5468
C -0.0884 4.2660 -0.5973
C 1.0252 -2.3010 2.7326
C 1.6598 -2.8328 3.8463
C 4.1498 3.4804 1.0034
C -2.7881 3.9425 -3.2099
C -2.0107 -0.9054 3.3979
C 1.3491 -5.0624 2.9609
C 2.8839 3.1724 0.4819
C 0.5418 -3.1383 1.7385
C -2.3016 2.8366 -3.8866
C 1.8219 -4.2055 3.9496
C -0.9674 3.7080 -1.6793
C -3.3734 -1.0969 3.7278
C -1.6478 -0.4284 2.1606
C -2.6862 -0.1074 1.2118
C 0.6682 -1.4125 -3.8452
C -1.1764 2.1924 -3.3839
C 3.2213 4.3809 3.0365
C -4.0358 -0.2909 1.5670
C 1.6099 -2.2938 -5.8860
C 2.6309 -2.7648 -3.7591
C 0.7048 -4.5077 1.8606
C 2.6178 -2.8895 -5.1329
C -0.5621 1.0197 -4.0999
H -3.6103 -1.4809 4.7128
H -3.6778 4.4552 -3.5543
H 0.0675 -2.7278 0.8562
H -1.0742 0.8570 -5.0487
H -2.4283 5.2755 -1.5571
H 0.4816 1.2606 -4.3128
H -5.3568 0.8006 -1.3614
H 2.2249 -6.9076 2.2879
H 5.3232 4.2631 2.5976
H -6.0691 -0.0861 0.8639
H 3.4110 -3.2342 -3.1741
H -0.4725 5.2345 -0.2749
H 2.0192 -2.1731 4.6233
H -5.4126 -0.9394 3.1046
H 1.5779 -2.4051 -6.9622
H 1.0750 4.3394 3.1314
H -2.7703 2.4713 -4.7908
H -0.1698 -1.1110 -5.7932
H 3.4017 -3.4610 -5.6163
H 0.9015 4.3985 -1.0430
H -2.9491 1.0562 -1.8220
H 3.3485 4.8231 4.0156
H 0.3364 -5.1487 1.0681
H 1.9711 -6.8231 4.0300
H 0.6061 -7.0868 2.9462
H 2.3289 -4.6169 4.8152
H 5.0136 3.2188 0.4055
H -1.2592 -1.1274 4.1405
*
```